1.
C4H7O2P | the ωB97M-V functional and the def2-TZVPD basis

Positions of all 14 atoms, in Å:
C 1.8655 -1.0042 -0.7127
C 1.8013 0.0916 -0.2367
C -1.3260 -1.5501 -0.0780
C 1.4636 1.4060 0.3638
O -2.3653 0.8250 -0.7370
O 0.2030 1.8269 0.0014
P -1.3581 0.1198 0.1681
H 2.1164 -1.8510 -1.2731
H -0.6632 -2.1617 0.6013
H -1.0563 -1.8226 -1.1318
H 2.2112 2.1248 0.3946
H 1.5428 1.3178 1.4884
H -2.0474 1.6849 -1.2196
H -1.6526 0.4821 1.4349

- LUMO level (alpha / beta) (eV) = 0.8 / -2.3
- E_HOMO (alpha / beta) (eV) = -6.23 / -8.79
- energy (eV) = -17637.4794
- relative energy (zero: lowest compared OMol25 entry of this formula, charge and spin) (kcal/mol) = 74.23
- Kohn-Sham gap (alpha / beta) (eV) = 6.998 / 6.529
- multiplicity = 3
- max |F| (Eh/bohr) = 0.1036
- expectation value of S² = 2.01

=====

2.
C4H7O2S | the ωB97M-V functional and the def2-TZVPD basis

Positions of all 14 atoms, in Å:
C 2.1807 -2.3980 0.2407
C 0.9521 -2.1329 -0.0681
C -0.2654 -1.8201 -0.3749
C -1.7093 2.3943 0.0415
O 0.4538 1.5007 1.3620
O 0.6248 1.7676 -1.1024
S -0.1584 1.2068 0.0376
H 2.7847 -1.6619 0.7487
H 2.6605 -3.3361 0.0024
H -1.0898 -2.0041 0.2962
H -0.4922 -1.3240 -1.3031
H -1.4500 3.2946 0.5840
H -1.9515 2.6256 -0.9894
H -2.5398 1.8876 0.5247

- LUMO level (eV) = 3.9
- total charge = -1
- E_HOMO (eV) = -2.80
- energy (eV) = -19190.3331
- relative energy (zero: lowest compared OMol25 entry of this formula, charge and spin) (kcal/mol) = 68.20
- Kohn-Sham gap (eV) = 6.663
- max |F| (Eh/bohr) = 0.0287

=====

3.
C4H7O3 | the ωB97M-V functional and the def2-TZVPD basis

Positions of all 14 atoms, in Å:
C -1.3558 2.0681 0.9689
C -0.8770 0.4943 0.7642
O -1.6851 -0.1078 -0.1803
C 0.6310 0.3812 0.5146
C 1.1734 -0.8597 -0.4918
O 2.2057 -0.6906 -1.1296
O 0.3343 -1.7869 -0.7266
H -1.9668 2.3985 0.1453
H -0.5456 2.8491 0.9588
H -1.7104 2.1638 1.9774
H -1.1717 0.1749 1.8087
H -1.2670 -0.8991 -0.5433
H 1.3207 0.1398 1.4520
H 1.0718 1.3517 -0.0430

- LUMO level (eV) = 4.0
- SMILES = C[C@@H](O)CC(=O)[O-]
- total charge = -1
- E_HOMO (eV) = -4.33
- energy (eV) = -10404.5509
- relative energy (zero: lowest compared OMol25 entry of this formula, charge and spin) (kcal/mol) = 30.44
- Kohn-Sham gap (eV) = 8.342
- max |F| (Eh/bohr) = 0.0699

=====

4.
C4H7O3Tb | the ωB97M-V functional and the def2-TZVPD basis

Positions of all 15 atoms, in Å:
H -1.3056 1.9687 -1.7542
O 0.9028 0.5411 0.2959
C 0.1771 -0.5138 0.5679
O -1.0485 -0.5567 0.5624
O 0.9443 -1.5379 0.8220
C 0.3338 -2.8297 0.9100
H -0.4296 -2.8320 1.6963
H -0.1208 -3.0939 -0.0516
H 1.1454 -3.5189 1.1554
C 0.2451 1.7594 -0.0454
H 0.1313 2.4375 0.8027
C 0.3686 2.1901 -1.3663
H 1.0616 1.6555 -2.0250
H 0.2775 3.2697 -1.5109
Tb -2.6830 1.0609 -0.0593

- LUMO level (alpha / beta) (eV) = -3.5 / -4.9
- total charge = +1
- E_HOMO (alpha / beta) (eV) = -10.68 / -10.74
- energy (eV) = -32827.7691
- relative energy (zero: lowest compared OMol25 entry of this formula, charge and spin) (kcal/mol) = 38.56
- Kohn-Sham gap (alpha / beta) (eV) = 7.201 / 5.862
- multiplicity = 8
- max |F| (Eh/bohr) = 0.0487
- expectation value of S² = 15.79

=====

5.
C4H7O3Yb | the ωB97M-V functional and the def2-TZVPD basis

Positions of all 15 atoms, in Å:
O -0.5640 0.1616 -0.0991
O 0.6345 -1.5110 0.8991
O 1.5661 0.1888 -0.2067
C 0.6061 -0.6577 0.0947
Yb 1.0696 2.4710 0.6049
C -1.7378 -0.3366 -0.0170
C -2.8828 0.5176 -0.1047
H -1.8007 -1.3872 0.2984
H -3.4053 0.2696 -1.0476
H -2.6369 1.5790 0.0001
H -3.5774 0.1816 0.6905
C 2.9595 -0.2964 -0.2902
H 2.9100 -1.2970 -0.7250
H 3.3773 -0.3931 0.7135
H 3.4818 0.5097 -0.8109

- LUMO level (alpha / beta) (eV) = -18.8 / -24.4
- total charge = +4
- E_HOMO (alpha / beta) (eV) = -29.86 / -29.06
- energy (eV) = -41874.6051
- Kohn-Sham gap (alpha / beta) (eV) = 11.019 / 4.687
- multiplicity = 2
- max |F| (Eh/bohr) = 0.0718
- expectation value of S² = 0.77

=====

6.
C4H7OP | the ωB97M-V functional and the def2-TZVPD basis

Positions of all 13 atoms, in Å:
C 3.8907 -0.8290 0.5779
C 2.7060 -0.8666 0.4818
C -0.8184 0.1625 -1.5512
C -0.5229 0.0485 1.3067
O -0.9673 -2.3243 -0.3712
P -0.2970 -1.0158 -0.1905
H 4.8961 -0.7135 0.7288
H -0.2324 1.0732 -1.4691
H -0.6125 -0.2990 -2.5993
H -1.7930 0.4731 -1.6034
H -0.3747 -0.6948 2.1768
H 0.2684 0.7079 1.2988
H -1.4424 0.6549 1.2683

- LUMO level (alpha / beta) (eV) = -2.1 / -2.3
- E_HOMO (alpha / beta) (eV) = -9.62 / -9.41
- energy (eV) = -15592.0862
- relative energy (zero: lowest compared OMol25 entry of this formula, charge and spin) (kcal/mol) = 123.39
- Kohn-Sham gap (alpha / beta) (eV) = 7.544 / 7.084
- max |F| (Eh/bohr) = 0.0953

=====

7.
C4H7OP | the ωB97M-V functional and the def2-TZVPD basis

Positions of all 13 atoms, in Å:
H 3.1855 1.2286 0.0583
P 3.0674 -0.1660 0.0602
C 1.0535 -0.0069 0.0735
C 0.0745 -1.1204 0.1491
C -1.2127 -0.4251 -0.3126
C -0.9354 1.0392 0.0480
O 0.4836 1.1837 0.0194
H 0.3601 -1.9732 -0.4602
H -0.0048 -1.4613 1.1879
H -1.3207 -0.5273 -1.3920
H -2.1076 -0.8046 0.1700
H -1.3613 1.7501 -0.6591
H -1.2819 1.2833 1.0574

- LUMO level (alpha / beta) (eV) = 0.6 / 0.6
- SMILES = [H]/P=C1/CCCO1
- E_HOMO (alpha / beta) (eV) = -7.29 / -7.29
- energy (eV) = -15595.3829
- relative energy (zero: lowest compared OMol25 entry of this formula, charge and spin) (kcal/mol) = 47.37
- Kohn-Sham gap (alpha / beta) (eV) = 7.847 / 7.848
- max |F| (Eh/bohr) = 0.1131

=====

8.
C4H7OP | the ωB97M-V functional and the def2-TZVPD basis

Positions of all 13 atoms, in Å:
C 0.0296 -0.7170 -0.1881
C -1.1467 1.4514 -0.4600
C 1.5832 -0.7349 1.4557
C -0.7983 0.1898 -1.1868
O 1.0637 0.0637 0.5469
P -0.1411 1.6329 -1.9725
H -0.5130 -1.2366 0.5927
H 0.5836 -1.5069 -0.8647
H -2.1817 1.7597 -0.5608
H -0.6832 1.7555 0.5080
H 2.0958 -0.2319 2.1568
H 1.5743 -1.7710 1.5593
H -1.4663 -0.6549 -1.5865

- LUMO level (alpha / beta) (eV) = -0.8 / 0.9
- E_HOMO (alpha / beta) (eV) = -7.04 / -8.17
- energy (eV) = -15592.4213
- relative energy (zero: lowest compared OMol25 entry of this formula, charge and spin) (kcal/mol) = 115.67
- Kohn-Sham gap (alpha / beta) (eV) = 6.203 / 9.120
- max |F| (Eh/bohr) = 0.0936

=====

9.
C4H7OP | the ωB97M-V functional and the def2-TZVPD basis

Positions of all 13 atoms, in Å:
C -0.4230 0.2043 -0.0738
C -0.7390 -0.9673 -1.6609
C -0.4764 -2.4501 -1.5635
C -0.0327 2.6971 1.0026
O -1.1386 -0.2731 -2.5252
P -0.3955 1.7730 -0.5907
H -0.1726 -0.1407 0.9852
H -1.3454 -2.9481 -1.6457
H 0.2607 -2.8200 -2.3618
H -0.0202 -2.6514 -0.6482
H -0.9344 3.2513 1.5188
H 0.4606 2.0310 1.6592
H 0.8450 3.2219 0.7344

- LUMO level (eV) = 0.4
- E_HOMO (eV) = -9.07
- energy (eV) = -15594.2170
- relative energy (zero: lowest compared OMol25 entry of this formula, charge and spin) (kcal/mol) = 74.26
- Kohn-Sham gap (eV) = 9.500
- max |F| (Eh/bohr) = 0.0867

=====

10.
C4H7OP | the ωB97M-V functional and the def2-TZVPD basis

Positions of all 13 atoms, in Å:
C -1.0314 -0.2590 0.5375
C 1.0678 -0.8738 -0.8716
C 0.1484 1.6643 -0.2086
C 0.3608 -0.8084 0.4106
O -1.1018 1.0090 -0.1890
P 1.6636 0.4607 0.3286
H -1.7302 -0.8662 0.0661
H -1.2405 -0.1220 1.5402
H 1.8146 -1.7124 -0.8399
H 0.4627 -0.8404 -1.8166
H 0.4142 1.9829 -1.2473
H 0.1799 2.5489 0.3519
H 0.5244 -1.6148 1.0827

- LUMO level (alpha / beta) (eV) = 1.0 / -3.4
- E_HOMO (alpha / beta) (eV) = -4.19 / -9.59
- energy (eV) = -15590.3333
- relative energy (zero: lowest compared OMol25 entry of this formula, charge and spin) (kcal/mol) = 90.65
- Kohn-Sham gap (alpha / beta) (eV) = 5.206 / 6.167
- multiplicity = 3
- max |F| (Eh/bohr) = 0.0695
- expectation value of S² = 2.01

=====

11.
C4H7P | the ωB97M-V functional and the def2-TZVPD basis

Positions of all 12 atoms, in Å:
C -1.6708 1.2198 -0.4840
C -0.3529 1.0863 -0.3161
C 1.0868 -0.6680 1.0382
C 0.2734 -0.1695 -0.0944
P -0.3309 -1.7607 0.4974
H -2.1391 2.1831 -0.5920
H -2.3190 0.3572 -0.4600
H 0.2957 1.9567 -0.3236
H 2.0861 -1.0292 0.8561
H 0.9880 -0.1386 1.9798
H 1.6462 -0.4819 -1.7460
H 0.4368 -2.5551 -0.3553

- LUMO level (alpha / beta) (eV) = -0.6 / -0.5
- E_HOMO (alpha / beta) (eV) = -9.46 / -8.17
- energy (eV) = -13544.6092
- relative energy (zero: lowest compared OMol25 entry of this formula, charge and spin) (kcal/mol) = 107.57
- Kohn-Sham gap (alpha / beta) (eV) = 8.886 / 7.697
- max |F| (Eh/bohr) = 0.0423

=====

12.
C4H7P3 | the ωB97M-V functional and the def2-TZVPD basis

Positions of all 14 atoms, in Å:
C -1.5887 -1.3775 0.6108
C -0.2421 0.0256 0.0258
C 2.1874 0.6146 -0.2994
C 1.1188 -0.5533 -0.1438
P -3.1575 -0.9328 0.6754
P -0.9283 1.5076 -0.1397
P -3.0245 1.2525 0.5222
H -1.0028 -2.3338 0.9747
H 1.8080 1.5277 0.2758
H 2.2897 0.9442 -1.2862
H 3.1400 0.1588 -0.1161
H 1.4429 -1.0731 0.7965
H 1.2227 -1.0797 -1.1426
H -3.2655 1.3191 -0.7534

- LUMO level (eV) = 0.1
- E_HOMO (eV) = -8.81
- energy (eV) = -32123.5143
- relative energy (zero: lowest compared OMol25 entry of this formula, charge and spin) (kcal/mol) = 65.48
- Kohn-Sham gap (eV) = 8.883
- max |F| (Eh/bohr) = 0.0925

=====

13.
C4H8 | the ωB97M-V functional and the def2-TZVPD basis

Positions of all 12 atoms, in Å:
C -0.4178 1.6607 -1.0284
C -0.3584 2.9965 -1.2274
H -1.1525 1.0892 -1.6070
H 0.1897 1.1159 -0.2966
H -1.0385 3.4262 -1.9717
H 0.3522 3.6716 -0.7367
C 0.9544 -2.3372 0.7683
C -0.1611 -2.3370 1.4997
H 1.1168 -1.6379 -0.0599
H 1.7568 -3.0466 1.0008
H -0.9344 -1.5830 1.3134
H -0.3072 -3.0185 2.3455

- LUMO level (eV) = 1.2
- SMILES = C=C.C=C
- E_HOMO (eV) = -10.13
- energy (eV) = -4275.7343
- relative energy (zero: lowest compared OMol25 entry of this formula, charge and spin) (kcal/mol) = 33.64
- Kohn-Sham gap (eV) = 11.370
- max |F| (Eh/bohr) = 0.0252

=====

14.
C4H8 | the ωB97M-V functional and the def2-TZVPD basis

Positions of all 12 atoms, in Å:
C -0.9546 -0.9873 0.9044
C 0.2638 -0.9811 0.2627
C 0.5410 0.0873 -0.8777
C 0.1566 1.4636 -0.2522
H -1.9372 -1.1282 0.3527
H -1.1413 -0.7475 1.9865
H 1.1602 -1.2631 0.8242
H 0.0315 -0.1881 -1.8455
H 1.6269 0.2285 -0.9744
H 0.4878 1.7183 0.8029
H -1.0306 1.6296 -0.3537
H 0.7620 2.2550 -1.0159

- LUMO level (eV) = 0.9
- SMILES = C=CCC
- E_HOMO (eV) = -8.61
- energy (eV) = -4274.6123
- relative energy (zero: lowest compared OMol25 entry of this formula, charge and spin) (kcal/mol) = 59.52
- Kohn-Sham gap (eV) = 9.552
- max |F| (Eh/bohr) = 0.0727

=====

15.
C4H8 | the ωB97M-V functional and the def2-TZVPD basis

Positions of all 12 atoms, in Å:
C -0.0820 1.0056 1.0920
C 0.7367 -0.1806 0.7357
C -0.1437 -0.3834 -1.4388
C 0.5203 -1.1264 -0.3896
H -0.0432 1.1879 2.1756
H -1.1165 0.8856 0.7478
H 0.2879 1.9340 0.6289
H 1.7496 -0.1679 1.1465
H 0.2330 0.5650 -1.7970
H -1.1419 -0.6600 -1.7671
H 1.5539 -1.3618 -0.6924
H 0.0302 -2.0754 -0.1453

- LUMO level (alpha / beta) (eV) = 0.9 / 0.5
- E_HOMO (alpha / beta) (eV) = -7.93 / -7.50
- energy (eV) = -4273.9315
- relative energy (zero: lowest compared OMol25 entry of this formula, charge and spin) (kcal/mol) = 75.22
- Kohn-Sham gap (alpha / beta) (eV) = 8.782 / 8.044
- max |F| (Eh/bohr) = 0.0324

=====

16.
C4H8AgLiO3 | the ωB97M-V functional and the def2-TZVPD basis

Positions of all 17 atoms, in Å:
C 1.1137 0.2519 0.6034
C 0.7510 -0.4239 -0.7402
C -0.6976 -0.6857 -0.8610
C -1.3796 -1.7001 -0.1266
O -2.6052 -1.8955 -0.2178
O 2.4517 0.5598 0.6862
Ag 4.1350 0.3494 -0.0207
Li -4.0121 -0.8605 -0.9153
H 0.8272 -0.4360 1.4215
H 0.4807 1.1540 0.7136
H 1.3330 -1.3493 -0.8553
H 1.0531 0.2728 -1.5424
H -1.2290 -0.2992 -1.7381
H -0.7866 -2.3163 0.5733
O -3.7288 0.9016 -1.5330
H -4.2244 1.3508 -2.2261
H -2.8121 1.2931 -1.5401

- LUMO level (alpha / beta) (eV) = -8.2 / -10.8
- total charge = +2
- E_HOMO (alpha / beta) (eV) = -17.10 / -18.02
- energy (eV) = -14604.9269
- relative energy (zero: lowest compared OMol25 entry of this formula, charge and spin) (kcal/mol) = 0.00
- Kohn-Sham gap (alpha / beta) (eV) = 8.898 / 7.188
- multiplicity = 3
- max |F| (Eh/bohr) = 0.1042
- expectation value of S² = 2.02